Entry 1:
48
Properties=species:S:1:pos:R:3:mulliken_charge:R:1 method="wB97M-V/def2-TZVPD" homo_ha=-0.337 multiplicity=1 smiles="O=S(=O)(c1ccc(Oc2cc(F)cc(Cl)c2)c(Cl)c1CN[C@H]1CCCOC1)C(F)F" homo_lumo_gap_ev=8.6 fmax_ev_per_a=4.64 e_tot_ha=-2708.53232 charge=0
O 1.976 -0.657 4.202 -0.64
S 2.146 -1.466 2.969 1.28
O 3.189 -2.527 3.129 -0.69
C 2.666 -0.413 1.505 0.14
C 3.500 -1.037 0.587 -0.82
C 3.990 -0.259 -0.478 -0.27
C 3.739 1.082 -0.566 -0.10
O 4.127 1.704 -1.748 -0.47
C 3.302 1.728 -2.820 0.45
C 3.651 2.527 -3.945 -0.93
C 2.754 3.069 -4.823 0.35
F 3.038 4.025 -5.698 -0.28
C 1.579 2.343 -4.927 -0.31
C 1.223 1.390 -3.921 0.27
Cl -0.315 0.713 -3.753 -0.22
C 2.098 1.090 -2.885 -0.25
C 2.778 1.747 0.258 0.40
Cl 2.492 3.425 -0.170 -0.20
C 2.215 1.015 1.320 0.29
C 0.950 1.466 2.101 -0.92
N -0.158 0.574 1.657 0.09
C -1.560 1.006 2.122 0.02
C -2.596 0.074 1.462 -0.90
C -3.960 0.095 2.137 -0.78
C -3.953 0.060 3.612 -0.42
O -3.059 1.143 4.045 -0.45
C -1.734 0.942 3.663 -0.63
C 0.496 -2.173 2.549 1.14
F 0.403 -2.636 1.339 -0.26
F -0.007 -3.136 3.436 -0.31
H 3.882 -2.069 0.672 0.46
H 4.663 -0.808 -1.171 0.39
H 4.603 3.028 -3.993 0.37
H 0.891 2.761 -5.745 0.28
H 1.707 0.417 -2.136 0.48
H 0.992 1.376 3.238 0.34
H 0.635 2.559 1.932 0.34
H -0.128 0.326 0.617 0.17
H -1.808 2.051 1.631 0.35
H -2.154 -0.885 1.535 0.37
H -2.680 0.233 0.367 0.40
H -4.442 0.991 1.784 0.35
H -4.598 -0.708 1.760 0.42
H -4.991 0.054 4.033 0.32
H -3.427 -0.940 3.879 0.23
H -1.141 1.543 4.315 0.39
H -1.298 -0.074 3.781 0.36
H -0.276 -1.370 2.542 -0.58


Entry 2:
26
Properties=species:S:1:pos:R:3:mulliken_charge:R:1 method="wB97M-V/def2-TZVPD" homo_ha=-0.434 multiplicity=1 smiles="CN(N)[P@]1(=S)N(C)NC=[NH+]N1C" homo_lumo_gap_ev=8.8 fmax_ev_per_a=5.99 e_tot_ha=-1228.52884 charge=+1
C -1.717 -0.097 1.369 -0.98
N -1.552 -0.016 0.006 0.41
N -2.636 0.235 -0.784 -0.69
P -0.036 0.193 -0.736 0.39
S 0.148 0.670 -2.601 -0.30
N 0.793 -1.261 -0.321 0.06
C 0.185 -2.358 -1.049 -1.07
N 2.192 -1.204 -0.397 -0.22
C 2.758 -0.117 0.115 0.02
N 2.169 0.999 0.466 -0.21
N 0.780 1.259 0.264 0.12
C 0.487 2.941 0.572 -0.88
H -2.440 -0.863 1.824 0.28
H -0.810 -0.376 1.815 0.36
H -2.201 0.791 1.818 0.30
H -3.118 1.083 -0.628 0.19
H -3.250 -0.574 -0.935 0.21
H 0.235 -2.238 -2.181 0.36
H 0.521 -3.355 -0.817 0.37
H -0.815 -2.284 -0.805 0.36
H 2.737 -2.026 -0.506 0.29
H 3.896 -0.221 0.152 0.32
H 2.735 1.607 0.968 0.25
H 1.366 3.488 0.156 0.33
H -0.313 3.273 0.005 0.35
H 0.516 2.991 1.583 0.39


Entry 3:
7
Properties=species:S:1:pos:R:3:mulliken_charge:R:1 method="wB97M-V/def2-TZVPD" homo_ha="-0.373 / -0.373" multiplicity=1 homo_lumo_gap_ev="8.4 / 8.4" fmax_ev_per_a=3.57 e_tot_ha=-822.32661 charge=0
C -0.797 0.326 -0.503 -0.31
F -4.055 -0.164 1.071 -0.54
P -2.536 0.406 -0.355 0.48
P 0.382 -0.443 0.730 -0.04
H -0.395 1.085 -1.238 0.29
H -0.494 -0.284 1.711 0.04
H -0.258 -1.710 0.662 0.07


Entry 4:
26
Properties=species:S:1:pos:R:3:mulliken_charge:R:1 method="wB97M-V/def2-TZVPD" homo_ha=-0.496 multiplicity=1 homo_lumo_gap_ev=3.3 fmax_ev_per_a=5.55 e_tot_ha=-5258.91847 charge=+1
Be 2.589 1.189 2.464 1.10
B 0.875 0.489 0.797 1.12
H 1.251 1.497 0.720 -0.09
H 0.441 0.270 1.760 -0.10
H 0.140 0.309 0.027 -0.93
H 1.729 -0.140 0.600 -0.07
C -1.280 3.338 0.591 0.67
Cl -2.742 4.115 0.002 -0.08
Cl -1.284 3.142 2.372 -0.14
Cl 0.120 4.344 0.108 -0.13
H -1.179 2.349 0.144 -0.39
C 2.087 -2.643 -0.751 0.72
Cl 0.492 -3.279 -1.112 -0.07
Cl 2.818 -1.824 -2.181 -0.11
Cl 3.111 -3.846 0.087 -0.13
H 2.027 -1.932 0.073 -0.43
C -0.327 0.311 -2.535 0.52
Cl -0.335 -0.420 -4.188 -0.11
Cl -1.789 -0.230 -1.702 -0.06
Cl -0.225 2.092 -2.627 -0.07
H 0.569 -0.070 -2.044 -0.21
C -1.785 -1.875 1.352 0.49
Cl -3.044 -0.628 1.600 -0.13
Cl -1.033 -2.329 2.891 -0.17
H -2.240 -2.725 0.844 0.36
H -0.986 -1.506 0.710 -0.55


Entry 5:
42
Properties=species:S:1:pos:R:3:mulliken_charge:R:1 method="wB97M-V/def2-TZVPD" homo_ha="-0.169 / -0.230" multiplicity=2 homo_lumo_gap_ev="4.5 / 6.2" fmax_ev_per_a=8.62 e_tot_ha=-7726.76538 charge=0
Cu 0.463 -0.476 0.307 -0.15
C 0.446 -0.440 3.372 -1.09
O 0.757 -1.091 2.152 0.03
C 1.491 -2.297 2.357 -0.63
C 1.867 -2.711 0.958 -0.54
O 2.130 -1.458 0.355 -0.04
C 2.675 -1.537 -0.950 -0.68
C 2.972 -0.087 -1.219 -0.57
O 1.911 0.575 -0.533 0.10
C 2.073 1.982 -0.529 -1.06
H -0.121 -1.105 4.030 0.34
H 1.362 -0.107 3.870 0.30
H -0.167 0.437 3.148 0.38
H 2.390 -2.073 2.943 0.40
H 0.892 -3.056 2.869 0.41
H 2.742 -3.370 0.952 0.42
H 1.029 -3.188 0.442 0.27
H 3.577 -2.155 -0.992 0.44
H 1.914 -1.926 -1.635 0.29
H 3.928 0.199 -0.763 0.38
H 2.982 0.148 -2.287 0.39
H 2.143 2.366 -1.552 0.30
H 1.198 2.429 -0.048 0.29
H 2.964 2.263 0.040 0.29
Br 0.206 2.167 -4.159 -0.25
C -1.150 1.754 -2.886 -0.18
C -2.452 2.219 -3.153 -0.80
C -3.488 1.946 -2.254 -0.01
Br -5.226 2.592 -2.656 -0.27
C -3.223 1.207 -1.085 0.31
C -4.083 0.807 -0.039 -0.86
C -3.561 0.067 1.027 -1.10
C -2.202 -0.251 1.017 -0.32
N -1.341 0.107 0.043 -0.83
C -1.892 0.794 -0.920 1.55
C -0.863 1.017 -1.729 -0.46
O 0.192 0.495 -1.260 0.07
H -2.643 2.787 -4.058 0.38
H -5.136 1.065 -0.052 0.34
H -4.191 -0.256 1.845 0.38
H -1.751 -0.823 1.821 0.89
H -0.813 -1.016 1.214 0.88


Entry 6:
18
Properties=species:S:1:pos:R:3:mulliken_charge:R:1 method="wB97M-V/def2-TZVPD" homo_ha="0.040 / -0.127" multiplicity=2 homo_lumo_gap_ev="2.8 / 7.2" fmax_ev_per_a=2.77 e_tot_ha=-326.95554 charge=-1
C -0.300 0.243 0.180 -0.47
C 0.348 -0.263 -0.956 -0.80
N -0.108 -1.375 -1.854 -0.51
C 0.241 1.063 1.283 -0.51
C -0.210 2.519 1.274 -0.58
C 0.037 3.253 0.156 -0.64
H -1.285 -0.194 0.371 0.28
H 0.983 0.333 -1.554 0.28
H -0.524 -1.051 -2.730 0.20
H -0.665 -2.028 -1.346 0.23
H 1.366 0.996 1.315 0.42
H -0.152 0.557 2.237 0.21
H -1.079 2.758 1.973 0.42
H -0.643 4.002 -0.067 0.29
H 0.783 2.992 -0.661 0.24
H -0.123 -4.338 -0.639 0.33
H 0.959 -3.657 0.149 0.37
O 0.054 -3.954 0.288 -0.76